Record 1
The following is a quantum chemistry calculation of C22H29N3O6S in the gas phase, from OMol25.

Element x y z (Å)
S 1.0053 -2.5682 -0.9022
O -0.3104 -2.0332 -0.6970
O 1.2038 -3.3802 -2.0668
O 2.9126 -1.0381 2.3094
O 6.9869 0.8308 -0.9655
O 0.7367 -1.5489 2.0943
O -0.9094 1.6188 2.1117
N -1.5700 -0.3800 1.2321
N 1.3571 -3.5772 0.4101
N 5.0002 1.7685 -0.3439
C 2.7400 1.0076 -0.2886
C 1.7947 0.0143 -0.4327
C 4.0891 0.7393 -0.5385
C -4.8440 1.3078 0.3177
C -3.6785 0.8905 1.2141
C -4.3192 2.1583 -0.8380
C -2.6801 0.0720 0.3922
C 6.9838 3.0967 -0.1721
C -4.5403 -0.7508 -1.0546
C -3.3251 1.3392 -1.6601
C 6.3597 1.7699 -0.5419
C 0.3587 -0.3064 2.6885
C 3.5188 -1.5219 -1.1135
C -0.7776 0.4214 1.9460
C -4.0155 0.0940 -2.2141
C -3.3743 -1.1721 -0.1611
C -2.1556 0.9168 -0.7732
C 2.3139 -3.1760 1.4110
C 4.4709 -0.5314 -0.9745
C 2.1945 -1.2502 -0.8232
C -5.5402 0.0660 -0.2369
C 2.0348 -1.7900 1.9720
H -4.0409 0.2879 2.0501
H 1.2275 0.3567 2.7452
H 3.3550 -3.1731 1.0552
H 1.5412 -4.5011 0.0475
H -1.4431 0.3195 -1.3474
H -3.1808 1.7706 1.6209
H 0.0097 -0.5107 3.7072
H -3.8288 3.0516 -0.4460
H 2.4347 1.9927 0.0327
H -1.6434 1.7962 -0.3779
H 6.5445 3.8990 -0.7613
H -5.1498 2.4795 -1.4708
H 8.0515 3.0545 -0.3657
H 6.8204 3.3051 0.8832
H -4.8418 0.3851 -2.8669
H -5.5574 1.8940 0.9076
H -2.6506 -1.7591 -0.7292
H -5.0340 -1.6457 -1.4491
H 3.7910 -2.5076 -1.4579
H -3.3071 -0.4902 -2.8049
H 2.2430 -3.8768 2.2522
H 5.5077 -0.7300 -1.1881
H -2.9477 1.9478 -2.4897
H -3.7405 -1.7839 0.6666
H -6.3822 0.3620 -0.8668
H 4.5962 2.6231 0.0155
H 0.7507 0.2028 -0.2415
H -1.2140 -1.2989 0.9948
H -5.9328 -0.5387 0.5838

SMILES string ... CC(=O)Nc1ccc(S(=O)(=O)NCC(=O)OCC(=O)N[C@]23C[C@H]4C[C@H](C[C@H](C4)C2)C3)cc1
Kohn-Sham gap ... 9.487 eV
Energy relative to the best compared isomer or geometry (same formula, charge and spin) ... 0.0 kJ/mol

Atomic partial charges in e from the natural (NBO) method, atoms 1 to 5:
1 S 2.304
2 O -0.961
3 O -0.938
4 O -0.591
5 O -0.585


Record 2
The following is a quantum chemistry calculation of C22H29N3O7S2 in the gas phase in a non-equilibrium geometry, from OMol25.

Element x y z (Å)
S 3.1464 -2.8312 -0.3136
S -2.3142 3.5744 1.9468
O -4.7134 -1.6239 -1.3239
O 2.6716 -3.6580 -1.3857
O -1.3492 2.6452 2.4859
O -3.2714 -1.3426 1.1513
O -0.2675 2.8625 -2.2480
O -1.9826 4.9600 2.0623
O 3.1936 -3.4109 1.0035
N -0.0976 2.1372 -0.0857
N 4.6188 -2.1892 -0.7981
N -2.5928 3.2873 0.3204
C -2.9769 0.8938 0.6728
C 5.4661 -3.0730 -1.5721
C -3.4915 -0.3338 0.2680
C 0.8958 0.2618 0.9869
C -1.6437 3.9135 -0.5830
C -4.1860 -0.4160 -0.9552
C -3.7981 1.9529 -1.3021
C -3.3096 -2.6928 0.7343
C 0.6846 0.9887 -0.1873
C 1.6403 -0.9006 0.9560
C 1.2292 0.5416 -1.3912
C 7.0338 -3.2865 0.3603
C -4.3119 0.7382 -1.7182
C -3.1252 2.0420 -0.0921
C -3.9318 3.2848 2.6810
C 6.0948 -2.4029 1.1783
C 5.3162 -1.4719 0.2479
C -0.5847 2.9209 -1.0816
C 1.9722 -0.6243 -1.4113
C 6.2270 -4.0557 -0.6835
C -5.3212 -1.7399 -2.5877
C 2.1730 -1.3353 -0.2438
H -2.4301 0.9078 1.6007
H 7.5605 -3.9812 1.0170
H -4.6274 -1.4832 -3.3938
H 6.8818 -4.6762 -1.2975
H 5.9972 -0.7626 -0.2364
H -3.9204 2.8230 -1.9247
H 2.3994 -0.9994 -2.3270
H 5.5030 -4.7011 -0.1821
H -4.3294 -3.0265 0.5350
H 6.6560 -1.8090 1.9018
H -2.1576 4.3305 -1.4531
H 5.3807 -3.0287 1.7150
H -4.2379 2.2679 2.4761
H 6.1653 -2.4500 -2.1409
H 4.5651 -0.9079 0.8051
H -2.8952 -3.2579 1.5686
H -0.4200 2.3233 0.8624
H 4.8099 -3.6009 -2.2645
H 1.0604 1.1056 -2.2933
H -1.1740 4.7315 -0.0322
H 7.7796 -2.6639 -0.1422
H -4.6105 4.0009 2.2379
H -6.2185 -1.1173 -2.6626
H 1.8137 -1.4872 1.8445
H -3.8377 3.4533 3.7468
H 0.4662 0.6176 1.9118
H -5.6041 -2.7877 -2.6764
H -2.6935 -2.8538 -0.1525
H -4.8311 0.7032 -2.6617

SMILES string ... COc1ccc(N(CC(=O)Nc2ccc(S(=O)(=O)N3CCCCC3)cc2)S(C)(=O)=O)cc1OC
Kohn-Sham gap ... 8.853 eV
Energy relative to the best compared isomer or geometry (same formula, charge and spin) ... 201.1 kJ/mol

Atomic partial charges in e from the natural (NBO) method, atoms 1 to 5:
1 S 2.318
2 S 2.309
3 O -0.505
4 O -0.944
5 O -0.963


Record 3
The following is a quantum chemistry calculation of a molecular structure, C22H29N4O3PSr, from OMol25.

Element x y z (Å)
Sr 0.1277 -0.1484 -0.1667
P 0.6596 -3.1953 -0.5077
O 1.2996 -4.6274 -0.2329
O 1.8526 -2.4648 -1.3548
O 0.9323 -2.3330 0.8636
N -1.5542 1.6589 -1.2054
N 2.4253 1.1285 -0.3160
N -1.9588 -0.5263 1.3943
N 0.1748 2.2291 1.0650
C -1.0618 1.1114 2.9690
C -2.2070 0.3026 2.4154
C -3.6206 2.3357 -2.2076
C -4.5273 -0.2970 2.4023
C 4.6322 1.4513 -1.1786
C -0.7819 2.3980 2.1829
C 3.8387 2.7952 0.6317
C 2.1722 -2.4415 1.6211
C 1.5429 2.4178 1.5693
C 2.2924 -3.0578 -2.6008
C 3.4012 0.8250 -1.1796
C -2.6538 1.3898 -1.9148
C -2.3075 3.9122 -0.9896
C -2.9678 -1.2400 0.8835
C 2.6370 2.1045 0.5752
C -1.3823 2.9094 -0.7498
C -0.1081 3.2078 0.0026
C -3.4857 0.4376 2.9442
C -3.4426 3.6243 -1.7336
C -4.2654 -1.1594 1.3477
C 0.4411 -5.7433 0.1275
C 4.8535 2.4580 -0.2505
H 2.6672 -3.3807 1.3894
H -2.7658 0.3715 -2.2710
H -5.5273 -0.2057 2.8038
H 3.9771 3.5849 1.3577
H 5.8006 2.9790 -0.2182
H 0.2350 -5.7119 1.1946
H 1.6845 3.4490 1.9192
H -3.6575 1.1059 3.7770
H 1.4958 -3.0162 -3.3442
H -2.1383 4.9078 -0.6023
H -0.4846 -5.7094 -0.4446
H 2.5997 -4.0874 -2.4350
H 0.7266 3.2042 -0.7030
H 2.8227 -1.6065 1.3621
H -4.1744 4.3942 -1.9368
H -1.3035 1.3853 3.9963
H -0.1602 0.4923 3.0298
H -0.1684 4.2216 0.4178
H 0.9985 -6.6406 -0.1185
H 5.3916 1.1650 -1.8914
H -5.0448 -1.7607 0.9029
H 3.1441 -2.4755 -2.9391
H 1.6695 1.7782 2.4488
H -2.7178 -1.9161 0.0710
H 1.8966 -2.4074 2.6711
H 3.1825 0.0348 -1.8886
H -1.7213 2.7756 1.7763
H -0.4016 3.1679 2.8635
H -4.4867 2.0633 -2.7930

Kohn-Sham gap ... 10.016 eV
Charge ... +2

Atomic partial charges in e from the natural (NBO) method, atoms 1 to 5:
1 Sr 1.815
2 P 1.598
3 O -0.822
4 O -0.866
5 O -0.906


Record 4
The following is a quantum chemistry calculation of C22H29N5O3 in the gas phase, from OMol25.

Element x y z (Å)
O -0.3887 1.0082 2.0935
O -0.2207 2.8437 -1.8417
O -5.4571 -1.2683 -1.0098
N 5.4485 -2.2496 -0.7762
N 1.7022 2.0197 -1.0240
N 1.8755 -1.6347 1.0109
N 4.3793 -0.4395 -1.4472
N -1.0876 2.8487 0.9825
C 0.0873 3.6470 1.2470
C -3.7327 0.2954 -1.1576
C -2.3099 0.8107 0.7063
C -4.0427 -0.8537 0.9339
C -2.9820 -0.1415 1.4616
C 3.8519 -3.0536 1.0700
C -7.2817 -2.7623 -1.2398
C 0.7168 2.9277 -1.0576
C 4.3110 -2.1607 -0.0202
C 1.2896 -0.3749 -0.9542
C 2.5610 0.7650 0.8843
C 2.8531 -2.2328 1.8987
C -1.1691 1.5405 1.3176
C -4.4333 -0.6353 -0.3845
C 0.7455 4.0901 -0.0694
C 5.4342 -1.1849 -1.6189
C 3.6592 -1.0386 -0.4525
C 2.3630 -0.5706 0.1311
C -6.2095 -2.2328 -0.3005
C -2.6876 1.0136 -0.6217
C 1.5975 0.8262 -1.8422
C 2.7944 1.9241 -0.0849
H 3.4165 0.6886 1.5587
H -4.5518 -1.5749 1.5539
H 3.4121 -1.4894 2.4925
H 0.1448 4.8846 -0.5177
H 6.1502 -2.9688 -0.7164
H 0.7992 0.9821 -2.5689
H -5.5564 -3.0524 0.0300
H 4.6841 -3.3936 1.6912
H 3.3471 -3.9305 0.6553
H -4.0316 0.4328 -2.1847
H -1.7075 3.1945 0.2652
H 1.7471 4.4754 0.1098
H 1.6642 0.9450 1.4804
H -2.6683 -0.3131 2.4806
H -7.9234 -1.9484 -1.5658
H 6.2085 -0.9916 -2.3337
H 2.3200 -2.8860 2.5925
H -0.1885 4.5266 1.8402
H 1.0862 -1.2778 1.5400
H 2.5504 0.6709 -2.3543
H -7.8830 -3.5105 -0.7311
H 3.7053 1.7241 -0.6603
H -6.6733 -1.7740 0.5840
H 1.2254 -1.2795 -1.5582
H 2.9220 2.8537 0.4681
H 0.7616 3.0251 1.8400
H -2.1369 1.6978 -1.2517
H 0.3274 -0.2280 -0.4589
H -6.8189 -3.2094 -2.1152

SMILES string ... CCOc1ccc(C(=O)NCCC(=O)N2CCC3(CC2)NCCc2[nH]cnc23)cc1
Kohn-Sham gap ... 9.099 eV
Energy relative to the best compared isomer or geometry (same formula, charge and spin) ... 119.2 kJ/mol

Atomic partial charges in e from the natural (NBO) method, atoms 1 to 5:
1 O -0.662
2 O -0.682
3 O -0.515
4 N -0.514
5 N -0.429